(1)
101
Properties=species:S:1:pos:R:3 method="wB97M-V/def2-TZVPD" s2=0.753 spin_multiplicity=2 mol_weight_g_mol=1089.38 energy_ha=-4540.91292 gap_ev="8.846 / 6.603" total_charge=+2 de_lowest_kcal_mol=0.0 e_homo_ha="-0.512 / -0.512"
Ir 1.268 0.649 -1.262
O 3.691 1.374 -3.580
S 4.266 0.729 -2.440
O 5.512 1.187 -1.920
O 3.265 0.722 -1.269
C 4.473 -1.002 -2.817
C 5.780 -1.401 -3.032
C 6.072 -2.715 -3.384
C 5.055 -3.640 -3.515
C 3.739 -3.255 -3.296
C 3.443 -1.944 -2.950
S 1.726 -1.617 -2.694
O 1.393 -0.272 -3.253
O 0.998 -2.744 -3.154
O 1.497 -1.356 -1.199
H 6.571 -0.674 -2.921
H 7.100 -3.003 -3.556
H 5.273 -4.662 -3.793
H 2.935 -3.968 -3.404
N 1.182 1.109 0.601
S 1.109 0.159 1.777
N -0.349 -0.254 2.318
S -1.725 0.015 1.642
N -2.100 -0.720 0.332
S -1.804 -0.232 -1.190
N -0.702 0.739 -1.450
C -1.828 -1.792 -2.023
C -1.710 -3.002 -1.355
C -1.763 -4.171 -2.099
C -1.942 -4.117 -3.473
C -2.051 -2.896 -4.126
C -1.988 -1.720 -3.403
C -3.326 0.508 -1.713
C -3.303 1.747 -2.329
C -4.507 2.309 -2.733
C -5.698 1.633 -2.515
C -5.700 0.383 -1.902
C -4.508 -0.192 -1.500
C -2.845 -0.659 2.823
C -3.945 -1.382 2.390
C -4.843 -1.842 3.342
C -4.637 -1.564 4.685
C -3.531 -0.826 5.095
C -2.621 -0.364 4.163
C -2.110 1.741 1.554
C -3.302 2.082 0.923
C -3.678 3.413 0.893
C -2.878 4.375 1.498
C -1.707 4.012 2.147
C -1.314 2.683 2.187
C 1.856 0.969 3.152
C 1.740 0.387 4.410
C 2.362 1.010 5.477
C 3.085 2.182 5.275
C 3.197 2.738 4.009
C 2.579 2.130 2.924
C 1.953 -1.377 1.627
C 1.276 -2.586 1.647
C 1.990 -3.740 1.367
C 3.344 -3.667 1.070
C 4.006 -2.443 1.061
C 3.311 -1.282 1.340
H -1.593 -3.029 -0.282
H -1.677 -5.126 -1.599
H -1.996 -5.035 -4.043
H -2.179 -2.860 -5.199
H -2.065 -0.762 -3.904
H -2.363 2.252 -2.492
H -4.511 3.272 -3.224
H -6.633 2.074 -2.834
H -6.631 -0.147 -1.751
H -4.495 -1.176 -1.047
H -4.086 -1.593 1.340
H -5.703 -2.418 3.031
H -5.343 -1.924 5.421
H -3.379 -0.613 6.144
H -1.755 0.209 4.469
H -3.932 1.325 0.470
H -4.601 3.697 0.406
H -3.180 5.414 1.476
H -1.099 4.762 2.635
H -0.414 2.404 2.712
H 1.185 -0.532 4.548
H 2.290 0.580 6.466
H 3.572 2.660 6.114
H 3.769 3.643 3.860
H 2.651 2.539 1.926
H 0.222 -2.623 1.884
H 1.489 -4.699 1.383
H 3.894 -4.573 0.851
H 5.063 -2.395 0.834
H 3.810 -0.320 1.311
C 1.651 5.024 -1.926
C 2.128 3.597 -1.980
O 1.061 2.720 -1.468
H 2.459 5.682 -2.246
H 1.358 5.306 -0.914
H 0.810 5.191 -2.602
H 2.971 3.413 -1.319
H 2.390 3.270 -2.984
H 0.236 2.883 -1.947

***

(2)
104
Properties=species:S:1:pos:R:3 method="wB97M-V/def2-TZVPD" s2=0.761 spin_multiplicity=2 mol_weight_g_mol=1227.35 energy_ha=-7578.26262 gap_ev="5.825 / 6.161" total_charge=-1 de_lowest_kcal_mol=0.0 e_homo_ha="-0.133 / -0.156"
Sn 1.130 -0.052 -0.219
C -1.113 -1.944 -5.142
N -0.659 -2.471 -3.866
C 0.446 -3.263 -3.694
C 0.596 -3.407 -2.346
N -0.380 -2.708 -1.683
C -1.113 -2.140 -2.617
P -2.612 -1.121 -2.355
C -2.941 -1.465 -0.595
N -2.298 -1.035 0.467
C -2.918 -1.605 1.544
C -3.955 -2.395 1.128
N -3.974 -2.300 -0.237
C -4.887 -3.011 -1.118
C -1.977 0.580 -2.315
N -1.335 1.168 -1.333
C -1.082 2.450 -1.746
C -1.581 2.640 -3.001
N -2.172 1.461 -3.354
C -2.683 1.185 -4.686
H -0.947 -2.692 -5.914
H -0.571 -1.032 -5.398
H -2.178 -1.731 -5.087
H 1.027 -3.617 -4.530
H 1.367 -3.940 -1.813
H -2.567 -1.411 2.548
H -4.664 -3.008 1.662
H -5.657 -3.478 -0.509
H -4.368 -3.785 -1.682
H -5.355 -2.325 -1.818
H -0.526 3.140 -1.131
H -1.504 3.473 -3.681
H -3.307 2.014 -5.017
H -3.286 0.282 -4.666
H -1.854 1.056 -5.383
S 1.556 3.972 -3.604
Sb 2.431 1.899 -3.143
S 2.877 1.736 -0.797
S 1.151 0.073 -3.719
O 0.025 1.865 1.170
P -0.262 2.800 2.287
C 0.442 2.321 3.906
P 0.906 0.554 4.037
O -0.010 -0.328 3.267
C 0.751 0.233 5.816
C -0.135 -0.763 6.215
C -0.253 -1.086 7.564
C 0.511 -0.416 8.510
C 1.397 0.581 8.114
C 1.519 0.900 6.771
C 2.672 0.420 3.739
C 3.354 -0.676 4.281
C 4.694 -0.869 3.998
C 5.366 0.031 3.179
C 4.701 1.122 2.645
C 3.353 1.314 2.921
C 0.319 4.458 1.883
C 1.462 4.513 1.081
C 1.912 5.732 0.592
C 1.227 6.898 0.901
C 0.079 6.849 1.682
C -0.384 5.631 2.164
C -2.034 2.855 2.601
C -2.794 2.041 1.761
C -4.168 1.956 1.948
C -4.780 2.682 2.960
C -4.023 3.490 3.803
C -2.649 3.569 3.631
H -0.363 2.412 4.636
H 1.247 3.002 4.187
H -0.709 -1.281 5.454
H -0.935 -1.868 7.873
H 0.425 -0.675 9.559
H 1.998 1.098 8.852
H 2.225 1.664 6.460
H 2.826 -1.388 4.906
H 5.209 -1.732 4.397
H 6.410 -0.132 2.940
H 5.214 1.811 1.986
H 2.841 2.153 2.467
H 1.955 3.600 0.757
H 2.767 5.749 -0.073
H 1.565 7.846 0.499
H -0.476 7.755 1.895
H -1.305 5.602 2.731
H -2.293 1.475 0.977
H -4.756 1.313 1.305
H -5.852 2.612 3.103
H -4.503 4.049 4.598
H -2.059 4.178 4.309
Br 3.107 -3.786 2.990
C 4.425 -3.660 1.628
C 5.532 -4.485 1.787
C 6.549 -4.480 0.844
C 6.448 -3.660 -0.271
C 5.330 -2.859 -0.429
C 4.303 -2.832 0.515
C 3.172 -1.857 0.224
O 2.845 -1.697 -0.972
O 2.659 -1.236 1.188
H 5.590 -5.130 2.654
H 7.413 -5.120 0.982
H 7.235 -3.651 -1.016
H 5.212 -2.225 -1.299